Molecular formula: C4H8O
Method: DFT, wB97M-V/def2-TZVPD

Geometry as ORCA input:
```
! wB97M-V def2-TZVPD RIJCOSX def2/J DEFGRID3
* xyz 0 1
C -1.212 -0.498 0.592
C -0.112 0.052 -0.297
O -0.558 0.541 -1.542
C 1.299 -0.447 -0.349
C 0.971 0.835 0.383
H -0.866 -1.292 1.261
H -2.041 -0.904 0.000
H -1.610 0.313 1.214
H -1.517 0.467 -1.566
H 1.629 -1.324 0.201
H 1.766 -0.321 -1.322
H 0.980 0.791 1.471
H 1.270 1.786 -0.048
*
```

Calculated values
orbital gap = 0.3760 Ha
LUMO energy = 1.03 eV
total energy = -232.40462 Ha
relative energy (zero: lowest compared OMol25 entry of this formula, charge and spin) = 107.7 kJ/mol
largest force on an atom = 0.3 eV/Å
structure (SMILES) = CC1(O)CC1


Molecular formula: C4H8O
Method: DFT, wB97M-V/def2-TZVPD

Geometry as ORCA input:
```
! wB97M-V def2-TZVPD RIJCOSX def2/J DEFGRID3
* xyz 0 1
C -1.748 0.115 -0.730
C -0.289 -0.184 -0.766
O -0.241 -1.335 0.420
C 0.763 -0.420 0.205
C 1.374 0.541 1.161
H -2.176 -0.807 -1.154
H -2.079 0.943 -1.363
H -2.095 0.180 0.297
H 0.102 -0.206 -1.802
H 1.531 -0.964 -0.359
H 0.651 1.190 1.655
H 1.975 -0.010 1.887
H 2.048 1.153 0.548
*
```

Calculated values
orbital gap = 0.3836 Ha
LUMO energy = 0.96 eV
total energy = -232.34498 Ha
relative energy (zero: lowest compared OMol25 entry of this formula, charge and spin) = 264.3 kJ/mol
largest force on an atom = 1.5 eV/Å
structure (SMILES) = C[C@@H]1O[C@@H]1C


Molecular formula: C4H8O
Method: DFT, wB97M-V/def2-TZVPD

Geometry as ORCA input:
```
! wB97M-V def2-TZVPD RIJCOSX def2/J DEFGRID3
* xyz 0 1
C 0.000 0.000 0.000
C 0.584 1.339 -0.266
C 1.056 2.401 -0.587
C 1.596 3.677 -1.171
H 0.603 -0.571 0.725
H -0.074 -0.584 -0.933
H -1.014 0.133 0.413
H 1.369 3.747 -2.248
H 2.679 3.832 -1.029
H 1.053 4.479 -0.644
O 5.303 9.063 -3.753
H 5.673 9.020 -2.842
H 4.362 9.318 -3.628
*
```

Calculated values
orbital gap = 0.3771 Ha
LUMO energy = 0.82 eV
total energy = -232.37826 Ha
relative energy (zero: lowest compared OMol25 entry of this formula, charge and spin) = 176.9 kJ/mol
largest force on an atom = 1.2 eV/Å
structure (SMILES) = CC#CC.O


Molecular formula: C4H8O
Method: DFT, wB97M-V/def2-TZVPD

Geometry as ORCA input:
```
! wB97M-V def2-TZVPD RIJCOSX def2/J DEFGRID3
* xyz 0 1
C -1.288 0.844 0.587
C 0.060 -0.109 -0.610
C 0.677 -1.512 -0.563
C 0.712 0.798 0.280
O 1.250 0.462 1.325
H -1.743 0.063 1.185
H -0.978 1.619 1.325
H -1.965 1.346 -0.098
H -0.140 0.237 -1.633
H 1.764 -1.417 -0.775
H 0.293 -2.218 -1.304
H 0.639 -1.917 0.445
H 0.719 1.804 -0.165
*
```

Calculated values
orbital gap = 0.3560 Ha
LUMO energy = 0.69 eV
total energy = -232.33364 Ha
relative energy (zero: lowest compared OMol25 entry of this formula, charge and spin) = 294.0 kJ/mol
largest force on an atom = 1.3 eV/Å